1.
Formula: C4H14O4
Source: the Open Molecules 2025 dataset
Level of theory: the ωB97M-V functional and the def2-TZVPD basis

Each line ends with the Löwdin charge.
Geometry (Å):
1 C -0.583 -0.521 -0.852  -0.47
2 C -0.450 0.761 -0.257  -0.05
3 C -1.551 -0.662 0.505  0.05
4 C -1.258 1.867 -0.690  -0.04
5 O 0.437 -1.355 -0.869  -0.18
6 H -1.159 -0.488 -1.783  0.16
7 H 0.315 0.922 0.495  0.13
8 H -2.411 0.004 0.613  0.10
9 H -1.029 -0.732 1.445  0.09
10 H -1.948 -1.639 0.265  0.12
11 H -0.600 2.381 -1.377  0.11
12 H -1.568 2.581 0.049  0.09
13 H -2.067 1.532 -1.336  0.10
14 H 1.368 0.064 2.485  -0.01
15 H 1.714 1.414 3.198  0.03
16 O 0.992 0.924 2.798  -0.10
17 H 1.282 -0.820 -2.154  -0.02
18 H 2.168 -1.045 -3.402  0.02
19 O 1.757 -0.346 -2.888  -0.11
20 H 2.181 -1.943 1.613  0.05
21 H 1.012 -1.504 0.602  0.02
22 O 1.397 -1.395 1.540  -0.10

Summary:
E_tot = -461.6658 Eh
energy relative to the best compared isomer or geometry (same formula, charge and spin) = 56.78 kcal/mol
2S+1 = 1
M = 126.15 g/mol
highest occupied orbital energy = -9.3 eV
orbital gap = 0.33767 hartree
net charge = 0

=====

2.
Formula: C4H14OSi2
Source: the Open Molecules 2025 dataset
Level of theory: the ωB97M-V functional and the def2-TZVPD basis

Each line ends with the Löwdin charge.
Geometry (Å):
1 C 0.258 0.986 3.169  -0.14
2 O -0.265 1.400 1.923  -0.41
3 Si -0.936 0.691 0.635  0.51
4 C -1.902 -0.840 1.206  -0.24
5 Si 1.141 0.285 -1.070  0.59
6 C 1.423 -1.486 -1.723  -0.23
7 C 1.089 1.585 -2.415  -0.30
8 H 1.287 0.650 3.113  0.08
9 H -0.459 0.279 3.625  0.08
10 H 0.209 1.887 3.874  0.10
11 H -2.083 1.828 0.264  0.00
12 H -2.615 -0.687 1.961  0.01
13 H -2.391 -1.248 0.344  0.01
14 H -1.304 -1.602 1.536  -0.01
15 H 2.308 0.692 -0.388  -0.07
16 H 0.577 -1.711 -2.278  0.00
17 H 2.211 -1.679 -2.343  0.00
18 H 1.359 -2.110 -0.937  -0.03
19 H 1.258 2.544 -1.901  0.02
20 H 1.903 1.431 -3.185  0.05
21 H 0.158 1.868 -2.838  -0.01

Summary:
E_tot = -814.9909 Eh
energy relative to the best compared isomer or geometry (same formula, charge and spin) = 67.83 kcal/mol
2S+1 = 1
M = 134.33 g/mol
highest occupied orbital energy = -8.6 eV
orbital gap = 0.34839 hartree
structure (SMILES) = CO[Si@H](C)[SiH](C)C
net charge = 0

=====

3.
Formula: C4H15AgBrNO3
Source: the Open Molecules 2025 dataset
Level of theory: the ωB97M-V functional and the def2-TZVPD basis

Each line ends with the Löwdin charge.
Geometry (Å):
1 Ag 9.725 -12.486 -42.870  0.58
2 Br 8.596 -13.238 -40.548  0.00
3 O 6.494 -11.195 -39.335  -0.11
4 H 7.193 -11.601 -39.848  -0.16
5 H 6.338 -11.806 -38.615  0.00
6 O 6.054 -14.513 -38.687  -0.08
7 H 5.251 -14.072 -38.963  0.04
8 H 6.656 -14.397 -39.423  -0.09
9 C 8.819 -12.281 -35.993  0.02
10 C 10.183 -11.693 -36.384  -0.32
11 C 11.241 -11.779 -35.293  -0.22
12 O 10.759 -11.315 -34.072  -0.18
13 C 11.635 -11.461 -32.894  -0.02
14 N 10.573 -12.133 -37.728  0.34
15 H 8.956 -13.269 -35.551  0.11
16 H 8.084 -12.251 -36.797  0.08
17 H 8.391 -11.710 -35.169  0.11
18 H 9.962 -10.626 -36.430  0.17
19 H 11.953 -11.013 -35.597  0.14
20 H 11.650 -12.785 -35.207  0.14
21 H 10.875 -11.684 -32.146  0.10
22 H 12.228 -10.578 -32.653  0.09
23 H 12.406 -12.227 -32.977  0.09
24 H 10.975 -13.055 -37.643  0.15
25 H 9.779 -12.296 -38.331  0.02

Summary:
E_tot = -3162.4885 Eh
expectation value of S² = 0.755
2S+1 = 2
M = 312.94 g/mol
highest occupied orbital energy (spin up / spin down) = -13.2 / -13.2 eV
orbital gap (spin up / spin down) = 0.30458 / 0.17744 hartree
net charge = +1

=====

4.
Formula: C4H15BN2
Source: the Open Molecules 2025 dataset
Level of theory: the ωB97M-V functional and the def2-TZVPD basis

Each line ends with the Löwdin charge.
Geometry (Å):
1 B -0.017 0.613 -0.123  -0.18
2 C -3.786 -0.282 -0.268  -0.02
3 C 3.786 -0.334 0.204  -0.04
4 C -1.285 -0.217 0.260  0.00
5 C 1.236 -0.257 -0.151  -0.07
6 N -2.656 0.487 0.213  0.00
7 N 2.690 0.533 -0.254  0.03
8 H -0.081 1.763 -0.216  0.18
9 H -3.659 -0.232 -1.368  0.13
10 H -3.853 -1.433 -0.093  0.16
11 H -4.732 0.099 -0.019  0.10
12 H 3.851 -0.548 1.285  0.12
13 H 3.832 -1.276 -0.414  0.13
14 H 4.735 0.230 -0.032  0.13
15 H -1.432 -1.186 -0.116  0.13
16 H -1.159 -0.346 1.335  0.15
17 H 1.142 -1.033 -0.927  0.13
18 H 1.288 -0.919 0.723  0.12
19 H -2.844 0.705 1.196  0.19
20 H -2.647 1.430 -0.327  0.23
21 H 2.848 0.755 -1.212  0.16
22 H 2.742 1.448 0.304  0.22

Summary:
E_tot = -294.8608 Eh
energy relative to the best compared isomer or geometry (same formula, charge and spin) = 66.16 kcal/mol
expectation value of S² = 2.004
2S+1 = 3
M = 101.99 g/mol
highest occupied orbital energy (spin up / spin down) = -14.5 / -20.2 eV
orbital gap (spin up / spin down) = 0.29041 / 0.22297 hartree
net charge = +2

=====

5.
Formula: C4H15BO5P
Source: the Open Molecules 2025 dataset
Level of theory: the ωB97M-V functional and the def2-TZVPD basis

Each line ends with the Löwdin charge.
Geometry (Å):
1 O 1.091 -1.507 -0.288  0.08
2 C 2.165 -0.993 -0.417  -0.40
3 O 2.491 0.267 -0.249  -0.03
4 C 1.452 1.265 -0.560  -0.21
5 C 0.708 1.725 0.673  -0.35
6 P -1.049 0.914 0.925  0.81
7 C -2.769 0.160 1.162  -0.29
8 B -3.878 0.745 0.211  -0.75
9 O -3.517 1.482 -0.887  0.13
10 O -5.228 0.594 0.437  0.15
11 H 3.049 -1.598 -0.704  0.11
12 H 0.782 0.806 -1.295  0.10
13 H 2.013 2.067 -1.032  0.12
14 H 0.614 2.813 0.663  0.07
15 H 1.315 1.469 1.547  0.08
16 H -1.093 0.642 -0.470  0.02
17 H -1.523 2.163 1.400  0.03
18 H -0.480 -0.021 1.822  0.02
19 H -3.068 0.360 2.200  0.07
20 H -2.708 -0.932 1.071  0.07
21 H -4.285 1.658 -1.441  0.11
22 H -5.437 -0.182 0.963  0.10
23 O 4.786 -3.267 -1.440  0.35
24 H 4.156 -3.706 -0.827  0.20
25 H 4.704 -3.613 -2.354  0.21
26 H 5.709 -3.312 -1.112  0.21

Summary:
E_tot = -903.4966 Eh
2S+1 = 1
M = 184.95 g/mol
highest occupied orbital energy = -10.1 eV
orbital gap = 0.16617 hartree
net charge = +1

=====

6.
Formula: C4H15FN2O4S2Si2
Source: the Open Molecules 2025 dataset
Level of theory: the ωB97M-V functional and the def2-TZVPD basis

Each line ends with the Löwdin charge.
Geometry (Å):
1 C -1.204 3.362 -0.527  -0.18
2 C -2.056 1.928 -0.578  -0.51
3 S -1.806 1.195 -2.323  0.71
4 C -0.898 -0.433 -2.014  -0.59
5 Si 0.883 -0.094 -1.367  0.40
6 O 1.686 -1.626 -1.053  -0.46
7 Si 2.907 -1.226 0.186  0.61
8 S 2.125 1.094 -2.673  0.73
9 O 2.671 2.294 -1.860  -0.39
10 O 3.341 0.269 -3.199  -0.38
11 F 1.249 1.578 -4.108  -0.30
12 H -0.985 3.643 0.595  0.08
13 H -0.142 3.225 -1.055  0.07
14 H -1.765 4.209 -1.128  0.08
15 H -1.611 1.192 0.219  0.06
16 H -3.189 2.078 -0.314  0.08
17 H -0.913 -1.150 -2.964  0.09
18 H -1.497 -0.999 -1.151  0.08
19 H 0.757 0.622 -0.105  0.02
20 H 3.157 0.217 0.067  -0.06
21 H 4.171 -1.927 0.004  -0.07
22 H 2.279 -1.440 1.483  -0.07
23 C -0.768 -1.953 2.793  -0.71
24 O 0.121 -1.248 2.343  -0.01
25 N -0.546 -3.194 3.262  0.16
26 N -2.051 -1.552 2.860  0.15
27 H -1.265 -3.789 3.637  0.10
28 H 0.406 -3.534 3.230  0.12
29 H -2.261 -0.624 2.516  0.11
30 H -2.797 -2.118 3.227  0.10

Summary:
E_tot = -2047.0815 Eh
2S+1 = 1
M = 294.48 g/mol
highest occupied orbital energy = -8.9 eV
orbital gap = 0.31217 hartree
net charge = 0